Entry 1:
{
  "formula": "C24H17F3O10V3",
  "method": "ωB97M-V with the def2-TZVPD basis set",
  "spin_multiplicity": 2,
  "energy_ha": -4808.625820,
  "largest_force_ev_per_a": 4.3,
  "orbital_gap_ev": [4.00, 5.01],
  "symbols": ["O", "V", "O", "O", "V", "O", "O", "V", "O", "C", "C", "C", "O", "C", "C", "C", "O", "O", "O", "H", "H", "F", "C", "C", "C", "C", "C", "C", "H", "H", "H", "H", "H", "F", "C", "C", "C", "C", "C", "C", "H", "H", "H", "H", "H", "F", "C", "C", "C", "C", "C", "C", "H", "H", "H", "H", "H"],
  "xyz": [[3.15730, -0.91682, 2.23518], [2.31661, -1.28354, 0.98716], [3.39696, -1.28635, -0.24217], [-5.19049, 3.74934, -0.02817], [-4.50481, 2.64033, 0.96830], [-3.23642, 3.35237, 1.60126], [-6.28791, 0.33023, -1.90297], [-5.87325, -1.15407, -1.36759], [-6.53604, -2.18613, -2.33222], [-1.62526, -2.50137, -0.09108], [-2.78434, -1.69021, -0.22980], [-2.78978, -0.20512, 0.21440], [-3.84423, 0.55694, 0.08806], [-1.66336, 0.43115, 0.72060], [-0.44748, -0.32495, 0.75942], [-0.41290, -1.83391, 0.46981], [0.61056, -2.51660, 0.76160], [0.65758, 0.16879, 1.09573], [-3.79425, -2.32276, -0.74068], [-1.56810, -3.51824, -0.45039], [-1.64975, 1.43373, 1.12189], [2.33246, -3.56720, -1.63380], [1.89200, -4.83002, -1.80947], [2.53169, -5.52585, -2.81754], [2.19375, -6.82529, -3.13622], [1.14945, -7.40153, -2.45419], [0.56861, -6.74883, -1.32944], [0.93008, -5.45114, -0.97688], [3.22558, -5.01869, -3.47153], [2.63632, -7.34591, -3.97257], [0.93146, -8.38244, -2.85003], [-0.16538, -7.30588, -0.76611], [0.42000, -5.00700, -0.13488], [-2.04960, 4.46287, -1.03338], [-0.86281, 3.91728, -1.36588], [-0.73084, 2.58832, -1.73485], [0.53089, 1.95266, -2.09143], [1.63436, 2.78323, -2.12004], [1.50735, 4.12506, -1.68019], [0.28716, 4.71131, -1.26373], [-1.58826, 1.93170, -1.72512], [0.54351, 0.93840, -2.46226], [2.61050, 2.49398, -2.48044], [2.44032, 4.66591, -1.73897], [0.08899, 5.71386, -0.91442], [1.74364, 5.07813, 1.35477], [1.76346, 4.28787, 2.44780], [1.15320, 3.07118, 2.27350], [1.06427, 2.21468, 3.42119], [1.49163, 2.69209, 4.65163], [1.99068, 3.96725, 4.82006], [2.18538, 4.76364, 3.71977], [0.83881, 2.72572, 1.29973], [0.51249, 1.29902, 3.26784], [1.33366, 2.04328, 5.50044], [2.34416, 4.29659, 5.78598], [2.59030, 5.76289, 3.78257]]
}


Entry 2:
{
  "formula": "C22H21F6O2Pb",
  "method": "ωB97M-V with the def2-TZVPD basis set",
  "spin_multiplicity": 1,
  "energy_ha": -1793.305568,
  "total_charge": -1,
  "largest_force_ev_per_a": 2.4,
  "orbital_gap_ev": 6.16,
  "symbols": ["C", "C", "C", "H", "C", "C", "H", "H", "H", "H", "C", "C", "C", "H", "C", "C", "H", "H", "H", "H", "Pb", "O", "C", "C", "H", "H", "H", "H", "C", "C", "C", "H", "C", "H", "C", "H", "C", "H", "C", "C", "O", "C", "F", "F", "F", "C", "F", "F", "F", "H", "H", "H"],
  "xyz": [[1.54303, -1.55503, 1.94579], [1.91859, -0.15857, 1.88553], [0.72545, 0.62839, 2.12028], [2.91400, 0.26707, 1.63693], [-0.38563, -0.30982, 2.32005], [0.12557, -1.65761, 2.19783], [-0.44508, -2.61089, 2.28496], [2.18276, -2.43627, 1.78517], [0.66498, 1.73624, 2.08445], [-1.44214, -0.01703, 2.47007], [1.17073, -0.43535, -2.27205], [2.04518, -1.37258, -1.60685], [1.28339, -2.51024, -1.16659], [3.11080, -1.18139, -1.43228], [-0.08012, -2.32235, -1.58521], [-0.15642, -1.03443, -2.28307], [-1.07735, -0.54094, -2.65270], [1.46635, 0.55793, -2.66924], [1.68113, -3.37251, -0.59127], [-0.92805, -3.01467, -1.39206], [0.23166, -0.39377, -0.01256], [-2.64024, 1.85318, -0.25655], [-2.37806, 3.18718, 0.23861], [-3.74703, 2.53932, 0.42538], [-1.73362, 3.23345, 1.13677], [-2.30790, 3.99988, -0.51486], [-3.98313, 2.16735, 1.43943], [-6.14597, 3.31476, 1.35990], [-6.11251, 3.36774, 0.26603], [-4.90906, 2.98280, -0.38034], [-4.83071, 3.03901, -1.78971], [-3.91362, 2.71532, -2.29804], [-5.93984, 3.46523, -2.52856], [-5.87962, 3.49296, -3.61952], [-7.12441, 3.85222, -1.88243], [-7.98801, 4.18862, -2.46185], [-7.20415, 3.80130, -0.48155], [-8.11801, 4.09393, 0.03755], [5.52330, -1.21658, 1.23522], [4.50180, -2.10763, 0.58010], [3.38759, -1.45684, 0.36509], [5.02990, -2.59197, -0.84810], [6.19235, -3.26363, -0.74528], [4.15647, -3.38819, -1.51809], [5.26357, -1.50493, -1.63158], [4.32183, -3.44353, 1.44772], [5.47279, -4.14621, 1.51614], [3.98068, -3.12209, 2.72487], [3.35818, -4.28645, 0.98285], [5.63889, -0.34052, 0.60456], [6.44551, -1.76798, 1.32423], [5.13417, -0.92386, 2.20482]]
}


Entry 3:
{
  "formula": "C19H18F3NO2",
  "method": "ωB97M-V with the def2-TZVPD basis set",
  "spin_multiplicity": 1,
  "energy_ha": -1239.526452,
  "largest_force_ev_per_a": 11.3,
  "orbital_gap_ev": 7.75,
  "smiles": "[NH3+]C(=O)[O-].Fc1ccccc1.Fc1ccccc1.Fc1ccccc1",
  "e_above_lowest_kj_mol": 0.0,
  "symbols": ["N", "C", "O", "O", "H", "H", "H", "F", "C", "C", "C", "C", "C", "C", "H", "H", "H", "H", "H", "F", "C", "C", "C", "C", "C", "C", "H", "H", "H", "H", "H", "F", "C", "C", "C", "C", "C", "C", "H", "H", "H", "H", "H"],
  "xyz": [[2.72663, 1.80259, 2.92353], [1.21598, 1.86750, 2.92995], [0.63092, 3.09052, 2.90182], [0.32873, 0.69438, 2.96512], [3.12317, 2.06446, 1.99268], [3.11982, 0.84189, 3.14838], [3.08346, 2.43161, 3.69831], [3.14179, 2.95048, -0.93033], [1.94450, 2.63953, -1.44454], [1.44414, 1.35215, -1.28351], [0.19527, 1.02939, -1.81430], [-0.53518, 1.99568, -2.51037], [-0.02214, 3.28366, -2.67104], [1.22162, 3.60916, -2.13054], [2.02939, 0.61244, -0.74708], [-0.20824, 0.02791, -1.68714], [-1.50723, 1.74223, -2.92805], [-0.59064, 4.03289, -3.21672], [1.63146, 4.60793, -2.23833], [0.45208, -1.72980, -1.60436], [1.16685, -2.59601, -2.33470], [2.55114, -2.47266, -2.38124], [3.29618, -3.37747, -3.13742], [2.64692, -4.38996, -3.84812], [1.25664, -4.50240, -3.79910], [0.51294, -3.60435, -3.03396], [3.03739, -1.67485, -1.82940], [4.37955, -3.29434, -3.17409], [3.22807, -5.09274, -4.44137], [0.75321, -5.28872, -4.35638], [-0.56771, -3.68265, -2.97749], [-6.02289, -1.15346, 4.24935], [-4.92364, -0.53854, 3.79314], [-3.92214, -1.28848, 3.18630], [-2.77971, -0.64797, 2.70653], [-2.64660, 0.73542, 2.84896], [-3.65511, 1.47874, 3.46405], [-4.80222, 0.83944, 3.93360], [-4.03927, -2.36312, 3.09200], [-1.99448, -1.22425, 2.22357], [-1.75338, 1.23399, 2.47862], [-3.54744, 2.55477, 3.57746], [-5.59983, 1.40300, 4.40620]]
}